(1)
{
  "formula": "C14H40CrOP2Si2",
  "method": "the ωB97M-V functional and the def2-TZVPD basis",
  "spin_multiplicity": 5,
  "homo_energy_ha": [-0.2025, -0.2226],
  "lumo_energy_ev": [-0.71, -0.88],
  "elements": ["Cr", "H", "H", "P", "P", "C", "H", "H", "H", "C", "H", "H", "H", "C", "H", "H", "H", "C", "H", "H", "H", "C", "H", "H", "H", "C", "H", "H", "H", "C", "O", "H", "C", "Si", "C", "C", "C", "Si", "C", "C", "C", "H", "H", "H", "H", "H", "H", "H", "H", "H", "H", "H", "H", "H", "H", "H", "H", "H", "H", "H"],
  "positions_angstrom": [[-0.768867, -0.341443, -0.291183], [1.044294, 0.513152, 1.583693], [1.178609, -0.155012, 1.848840], [-1.479023, 1.732448, -0.279004], [0.833215, -1.638387, -1.202329], [0.716803, -3.375199, -0.694374], [1.365618, -3.970239, -1.359179], [1.002775, -3.480087, 0.363948], [-0.325795, -3.692253, -0.823591], [1.082085, -1.712065, -3.010956], [1.575510, -0.791855, -3.366869], [1.660150, -2.611433, -3.285043], [0.083051, -1.761820, -3.479110], [2.483996, -1.125261, -0.634798], [2.481827, -1.003942, 0.473238], [3.244921, -1.883240, -0.900815], [2.756822, -0.161123, -1.091232], [-1.963836, 2.152986, -1.973166], [-2.703064, 2.954787, -1.967001], [-1.079877, 2.438687, -2.557307], [-2.392809, 1.247815, -2.418865], [-2.940823, 1.939822, 0.746239], [-2.652374, 2.177670, 1.790975], [-3.568572, 2.759730, 0.343176], [-3.521165, 1.005990, 0.747352], [-0.398051, 3.122675, 0.222396], [0.459045, 3.210070, -0.460443], [-0.944022, 4.081851, 0.207627], [0.000556, 2.965974, 1.226536], [-1.868413, -1.457997, 0.811641], [-2.250658, -2.028950, 1.839890], [-1.215680, -0.890531, -1.683935], [2.233488, 0.835744, 4.856738], [0.825631, -0.234277, 4.204661], [-0.018099, -1.151885, 5.588856], [-0.443519, 0.971071, 3.539733], [1.431460, -1.364549, 2.862142], [2.965763, -2.291126, 3.238832], [3.146645, -2.954165, 5.006592], [3.162830, -3.787397, 2.132215], [4.508116, -1.239106, 2.922566], [1.789933, 1.617553, 5.492297], [2.800507, 1.345480, 4.060694], [2.961288, 0.305442, 5.484061], [-0.298925, -0.429074, 6.370405], [-0.936430, -1.628955, 5.204962], [0.608724, -1.924428, 6.048993], [-1.374684, 0.468064, 3.214081], [-0.079631, 1.577057, 2.692391], [-0.714934, 1.683316, 4.342963], [0.627126, -2.037959, 2.545691], [2.323493, -3.630748, 5.276216], [4.069036, -3.566417, 5.054949], [3.216566, -2.183032, 5.787300], [3.374932, -3.538616, 1.076177], [4.015872, -4.424087, 2.481850], [2.262729, -4.445581, 2.157090], [4.721906, -1.133223, 1.848396], [4.469190, -0.228140, 3.357559], [5.390736, -1.734225, 3.353688]],
  "atomic_forces_ev_per_a": [[1.85, -1.00, 0.68], [-1.26, 3.14, -2.79], [0.90, -3.13, 1.09], [0.25, 2.60, -0.16], [1.91, -0.14, -0.28], [-0.14, -0.25, -0.23], [-0.19, 0.03, 0.47], [-0.05, 0.05, -0.43], [0.25, -0.10, 0.04], [-0.56, -0.11, -0.29], [-0.13, -0.43, 0.19], [-0.09, 0.48, 0.05], [0.49, -0.06, 0.06], [0.65, -0.18, 0.50], [-0.05, -0.15, -0.65], [-0.23, 0.34, 0.07], [-0.14, -0.32, 0.11], [-0.39, 0.03, -0.23], [0.05, 0.11, -0.22], [-0.22, -0.05, 0.18], [0.02, 0.32, -0.01], [-0.89, 0.49, 0.39], [-0.09, -0.20, -0.61], [0.22, -0.36, 0.34], [0.08, 0.36, 0.03], [0.01, 0.48, -0.15], [-0.27, -0.15, 0.13], [0.10, -0.34, -0.02], [-0.12, -0.06, -0.13], [-3.11, -4.73, 8.58], [2.25, 3.70, -7.17], [-0.78, 0.04, -0.69], [0.09, 0.35, 0.30], [0.69, -0.81, -0.74], [-0.33, 0.11, 0.48], [-0.75, 0.86, 0.07], [0.16, -0.22, 1.05], [-0.04, 0.61, -0.01], [0.30, -0.43, 0.15], [0.22, -1.22, -0.24], [0.41, 0.11, 0.06], [0.14, -0.07, -0.09], [-0.27, -0.20, 0.14], [-0.15, -0.04, -0.17], [-0.10, -0.25, -0.03], [0.29, 0.14, 0.17], [-0.09, 0.15, -0.14], [0.34, 0.13, 0.13], [-0.14, -0.33, 0.53], [-0.04, -0.28, -0.23], [-0.17, -0.03, -0.15], [0.06, 0.19, -0.08], [-0.27, 0.29, 0.05], [-0.04, -0.11, -0.25], [-0.14, 0.00, 0.40], [-0.58, 0.47, -0.24], [0.50, 0.40, -0.03], [-0.18, 0.03, 0.17], [-0.10, -0.32, -0.12], [-0.12, 0.06, -0.03]]
}

(2)
{
  "formula": "C14H40IN6O5P3",
  "method": "the ωB97M-V functional and the def2-TZVPD basis",
  "e_above_lowest_kcal_mol": 0.0,
  "homo_energy_ha": -0.3012,
  "lumo_energy_ev": 0.35,
  "smiles": "CN(C)P(=O)(N(C)C)N(C)C.CN(C)P(=O)(N(C)C)N(C)C.O=COCP(O)I",
  "elements": ["C", "N", "C", "P", "O", "N", "C", "C", "N", "C", "C", "H", "H", "H", "H", "H", "H", "H", "H", "H", "H", "H", "H", "H", "H", "H", "H", "H", "H", "C", "N", "C", "P", "O", "N", "C", "C", "N", "C", "C", "H", "H", "H", "H", "H", "H", "H", "H", "H", "H", "H", "H", "H", "H", "H", "H", "H", "H", "O", "C", "O", "C", "P", "O", "I", "H", "H", "H", "H"],
  "positions_angstrom": [[3.847656, 0.849821, 3.190956], [3.401951, 0.554971, 1.845839], [4.030354, -0.599297, 1.217205], [2.430283, 1.535033, 0.875212], [1.570389, 0.608960, 0.110012], [1.295861, 2.453116, 1.792343], [1.241176, 2.398453, 3.241484], [-0.052768, 2.461924, 1.235312], [3.481854, 2.801357, 0.630462], [4.762378, 2.478851, -0.013890], [3.152660, 4.224738, 0.696567], [4.163182, 1.891878, 3.308834], [4.716333, 0.236512, 3.433750], [3.081428, 0.629921, 3.935971], [5.010322, -0.355632, 0.787837], [3.397117, -0.985699, 0.419288], [4.166954, -1.404818, 1.940732], [0.963058, 1.405986, 3.620621], [0.495600, 3.113771, 3.597004], [2.184416, 2.701021, 3.690570], [-0.622036, 1.559219, 1.489568], [-0.027893, 2.543429, 0.150776], [-0.589640, 3.331683, 1.624755], [5.510926, 2.183066, 0.726610], [5.150280, 3.338095, -0.557326], [4.658848, 1.663149, -0.732637], [3.441067, 4.633546, 1.667923], [2.095444, 4.410375, 0.542908], [3.689521, 4.776086, -0.077410], [-5.422853, -2.545617, -1.446146], [-5.023928, -2.994900, -0.129967], [-5.753379, -4.140287, 0.389920], [-3.982766, -2.181930, 0.926164], [-3.215476, -3.237816, 1.617764], [-2.771258, -1.279689, 0.109256], [-2.694077, -1.208220, -1.337691], [-1.429318, -1.425231, 0.674754], [-4.939462, -0.858649, 1.265683], [-6.250668, -1.126286, 1.867779], [-4.496661, 0.533913, 1.320708], [-5.646404, -1.473841, -1.472308], [-6.336876, -3.058076, -1.750298], [-4.666060, -2.762627, -2.202130], [-6.716393, -3.853824, 0.833406], [-5.163566, -4.645815, 1.153600], [-5.947763, -4.866169, -0.402033], [-2.479870, -2.184538, -1.794017], [-1.889505, -0.524296, -1.618796], [-3.600475, -0.795923, -1.777135], [-0.932897, -2.345726, 0.345069], [-1.464167, -1.439054, 1.762109], [-0.815744, -0.574631, 0.367518], [-7.009227, -1.299598, 1.098373], [-6.577684, -0.285362, 2.476225], [-6.223734, -2.002379, 2.518596], [-4.734784, 1.043244, 0.383494], [-3.430431, 0.619770, 1.499477], [-5.000804, 1.061866, 2.132533], [6.662658, -1.671643, -4.330281], [5.548128, -1.288726, -4.509066], [5.051163, -0.211869, -3.853788], [4.117854, 0.583205, -4.591044], [2.451957, -0.074817, -5.031674], [2.720592, -1.177849, -6.223870], [1.925327, -1.393243, -3.082523], [4.857749, -1.823484, -5.181433], [4.581702, 1.004754, -5.489294], [3.881828, 1.421199, -3.932036], [2.170550, -0.955349, -6.978179]],
  "atomic_forces_ev_per_a": [[0.42, 0.28, -0.04], [-0.16, -0.33, -0.33], [-0.20, -0.25, -0.10], [-1.25, 0.31, 3.91], [0.97, 0.39, -2.07], [0.04, -0.27, 0.00], [0.13, 0.22, 0.08], [-0.08, -0.05, -0.08], [0.16, -0.09, -1.59], [0.09, -0.18, 0.24], [-0.10, 0.06, -0.14], [-0.05, 0.02, -0.02], [0.02, 0.00, -0.11], [0.03, 0.01, 0.01], [0.03, -0.03, 0.07], [-0.02, 0.07, 0.00], [-0.04, 0.03, 0.04], [-0.01, 0.02, 0.03], [-0.05, -0.04, -0.07], [0.02, -0.05, -0.02], [0.00, 0.01, -0.03], [0.01, -0.05, 0.00], [0.04, -0.01, 0.05], [0.02, 0.00, -0.01], [-0.08, 0.04, 0.00], [0.01, -0.03, 0.03], [-0.05, 0.04, 0.00], [-0.04, -0.07, 0.11], [0.07, -0.09, 0.00], [-0.39, 0.29, 0.06], [0.13, -0.33, 0.25], [0.19, -0.27, 0.08], [1.39, 0.55, -3.72], [-1.10, 0.32, 2.03], [-0.02, -0.25, -0.06], [-0.08, 0.24, -0.09], [0.09, -0.02, 0.06], [-0.20, -0.23, 1.55], [-0.10, -0.15, -0.27], [0.11, 0.03, 0.16], [0.05, 0.01, 0.02], [-0.02, -0.01, 0.11], [-0.02, 0.02, -0.01], [-0.03, -0.02, -0.07], [0.03, 0.07, 0.01], [0.04, 0.03, -0.03], [0.00, 0.04, -0.07], [0.07, -0.06, 0.08], [-0.04, -0.08, 0.05], [0.00, -0.01, 0.04], [-0.02, -0.05, -0.01], [-0.02, -0.02, -0.07], [-0.02, 0.01, 0.01], [0.08, 0.03, 0.01], [0.00, -0.02, -0.02], [0.05, 0.04, 0.00], [0.04, -0.07, -0.12], [-0.08, -0.09, 0.00], [-0.04, 0.04, 0.20], [0.29, -0.40, -0.01], [0.17, 0.18, -0.42], [-0.01, -0.42, 0.46], [-0.70, 0.67, -0.37], [0.54, -0.09, 0.29], [0.15, -0.09, 0.08], [-0.18, 0.38, 0.01], [-0.05, -0.13, -0.05], [-0.01, -0.02, 0.01], [-0.18, -0.06, -0.12]]
}